Below is a structure of composition C47H40BrN13O3SZn at a distorted geometry, with properties calculated with wB97M-V/def2-TZVPD.

Structure (XYZ):
```
106
Properties=species:S:1:pos:R:3:lowdin_charge:R:1
Zn -0.00450 0.07050 -0.07610 0.436
Br 12.05630 -0.17520 5.24040 0.705
C 10.25710 -0.11450 4.61160 -0.689
C 9.21310 -0.12520 5.52390 -0.133
C 7.91170 -0.09070 5.06850 -0.019
C 7.63950 -0.04350 3.69220 -0.271
C 8.72020 -0.01870 2.79570 -0.026
C 10.02060 -0.06020 3.24680 -0.137
N 6.40000 -0.01470 3.09760 0.016
N 5.35020 -0.13800 3.83490 0.086
C 4.13230 -0.13620 3.24470 -0.250
C 3.04210 -0.13510 4.13270 -0.011
C 1.73610 -0.10740 3.72060 -0.006
C 1.38360 -0.07550 2.35260 -0.349
O 0.19300 -0.01590 1.93510 -0.085
C 2.48810 -0.06440 1.40760 -0.144
N 2.14900 0.05970 0.11460 0.066
C 3.10380 0.15010 -0.78280 -0.128
C 4.45660 0.01960 -0.47440 -0.031
C 4.82770 -0.13420 0.83820 0.015
C 3.83880 -0.11760 1.83860 -0.065
H 9.42480 -0.16520 6.58210 0.099
H 7.08930 -0.10090 5.76600 0.102
H 8.51620 0.02390 1.73520 0.106
H 10.84860 -0.05380 2.55190 0.098
H 3.27420 -0.13170 5.18770 0.113
H 0.94050 -0.09230 4.44940 0.112
H 2.80820 0.36040 -1.79780 0.078
H 5.18910 0.05420 -1.26510 0.105
H 5.86040 -0.22620 1.13530 0.084
C 0.86240 -0.95800 -5.60120 -0.073
N 0.15540 -0.70440 -4.37920 -0.139
C 0.65420 -0.14960 -3.27000 -0.140
N -0.30060 0.05060 -2.39010 0.071
C -1.40320 -0.41460 -3.02410 -0.198
N -1.16150 -0.86680 -4.22790 0.136
C 1.28620 0.31370 -6.30820 -0.184
C 2.04720 0.21810 -7.46900 -0.034
C 2.42060 1.35610 -8.16350 -0.058
C 2.05400 2.60780 -7.70880 -0.011
C 1.30630 2.71320 -6.53810 -0.133
C 0.92480 1.56600 -5.84370 0.036
C 0.88630 4.01230 -6.06210 -0.275
N 0.90060 5.13230 -6.72550 0.108
N 0.38360 6.07480 -5.93270 0.107
C 0.07190 5.50560 -4.80370 -0.276
O 0.36750 4.18420 -4.82070 0.149
C -0.50380 6.15360 -3.64820 -0.134
C -1.02150 7.43930 -3.78820 -0.013
C -1.58070 8.07020 -2.69470 -0.058
C -1.60970 7.43880 -1.46270 -0.034
C -1.07670 6.16260 -1.30900 -0.182
C -1.11000 5.51980 0.06310 -0.074
N -0.38820 4.28160 0.11580 -0.138
C -0.79980 3.05080 -0.20460 -0.133
N 0.21180 2.21160 -0.11190 0.055
C 1.24310 2.99090 0.27900 -0.166
N 0.91260 4.24720 0.41430 0.136
C -0.53510 5.51790 -2.40780 0.041
H 0.20080 -1.53790 -6.24960 0.141
H 1.74850 -1.56320 -5.37730 0.140
H 1.69000 0.09490 -3.17360 0.116
H -2.38710 -0.40220 -2.60290 0.073
H 2.34130 -0.75550 -7.83050 0.117
H 2.99020 1.26410 -9.07440 0.109
H 2.32280 3.50670 -8.23870 0.116
H 0.32860 1.68360 -4.95110 0.117
H -0.97060 7.91510 -4.75390 0.115
H -1.99050 9.06350 -2.80040 0.109
H -2.04270 7.94070 -0.60970 0.117
H -2.14850 5.33520 0.35630 0.142
H -0.65190 6.19540 0.79250 0.140
H -1.80070 2.79090 -0.48110 0.110
H 2.23590 2.63430 0.45990 0.114
H -0.11490 4.52780 -2.31910 0.117
C -5.48790 -0.02730 -1.44890 -0.078
C -5.25090 -0.59870 -0.05110 -0.260
N -4.30660 -1.69510 -0.03930 -0.133
C -4.83270 -3.04350 -0.12940 -0.209
C -4.77530 -3.60830 -1.54690 -0.069
C -2.97060 -1.49980 -0.01110 -0.677
S -2.43540 0.13180 0.08570 0.770
N -2.24100 -2.60300 -0.01680 0.114
C -0.92900 -2.73080 -0.12560 -0.403
O -0.07590 -1.85480 -0.41380 -0.078
C -0.42690 -4.12830 0.01090 -0.128
C -1.27530 -5.22970 0.03300 -0.022
C -0.75150 -6.50870 0.08800 -0.081
C 0.62150 -6.69910 0.12690 -0.089
C 1.47280 -5.60580 0.12790 -0.079
C 0.95070 -4.32810 0.07030 -0.018
H -6.14970 0.83290 -1.38880 0.074
H -5.94690 -0.76400 -2.10190 0.062
H -4.54430 0.28920 -1.88380 0.038
H -6.19550 -0.96070 0.36110 0.116
H -4.87470 0.19590 0.59660 0.069
H -5.86780 -3.02770 0.22190 0.115
H -4.24430 -3.67900 0.53560 0.106
H -5.34750 -2.98960 -2.23310 0.059
H -5.18930 -4.61380 -1.55520 0.073
H -3.74430 -3.64220 -1.88840 0.065
H -2.33990 -5.06460 -0.00790 0.095
H -1.41270 -7.36390 0.09690 0.101
H 1.02880 -7.69940 0.15640 0.100
H 2.54380 -5.74780 0.17070 0.102
H 1.59730 -3.46310 0.06420 0.110
```

- gap between HOMO and LUMO (eV) = 6.40
- maximum force (eV/A) = 2.756
- charge = 0
- relative energy (zero: lowest compared OMol25 entry of this formula, charge and spin) (kcal/mol) = 0.0

=====

Below is a structure of composition C47H40Cl3MgN2O7PS3, with properties calculated with wB97M-V/def2-TZVPD.

Structure (XYZ):
```
104
Properties=species:S:1:pos:R:3:lowdin_charge:R:1
Mg -0.28170 1.29668 1.48945 0.672
C -4.12220 2.41587 -1.88491 -0.043
C -3.56205 2.57988 -0.49971 -0.265
C -2.39675 3.29028 -0.27254 -0.054
C -1.90123 3.44710 1.02525 -0.128
C -2.57596 2.90036 2.10562 -0.113
C -3.73310 2.15360 1.87909 -0.058
C -4.21441 2.00185 0.59588 -0.029
H -5.10832 2.87798 -1.95896 0.089
H -4.23133 1.36122 -2.14408 0.042
H -3.47689 2.87649 -2.63249 0.078
H -1.85056 3.70959 -1.10859 0.113
H -0.99805 4.02943 1.19268 0.112
H -2.20264 3.02955 3.11143 0.112
H -4.23573 1.68001 2.71153 0.119
H -5.10761 1.41093 0.42616 0.111
O 3.17532 1.14192 3.36918 -0.290
S 1.82897 0.82547 2.98485 0.521
O 1.65199 0.29643 1.61970 -0.342
O 0.88452 1.96405 3.07669 -0.335
C 1.28891 -0.55536 4.00046 -0.202
C 2.28389 -1.08421 4.80782 -0.052
C 2.09834 -2.28033 5.49052 -0.058
C 0.91078 -2.96761 5.34869 -0.056
C -0.10132 -2.43546 4.55836 -0.050
C 0.06118 -1.23716 3.88408 -0.198
S -1.44210 -0.60245 3.10908 0.497
O -2.47979 -1.54353 3.40613 -0.277
O -1.19679 -0.46597 1.63847 -0.388
O -1.54682 0.74170 3.65272 -0.312
H 3.22431 -0.55803 4.88320 0.108
H 2.89189 -2.66530 6.11663 0.110
H 0.75103 -3.90767 5.85962 0.110
H -1.05541 -2.93721 4.48106 0.110
C -6.72593 -2.83844 0.52577 -0.091
C -6.69585 -1.71566 -0.29099 -0.085
C -5.49797 -1.28929 -0.84055 -0.123
C -4.30933 -1.98210 -0.59845 -0.365
C -4.35108 -3.10319 0.22421 -0.074
C -5.55120 -3.52713 0.78060 -0.077
P -2.75646 -1.25504 -1.24511 1.116
C -3.15684 -1.08095 -3.02751 -0.410
C -3.99042 -1.95450 -3.72665 -0.092
C -4.21168 -1.78312 -5.08409 -0.077
C -3.59707 -0.73920 -5.76564 -0.086
C -2.76707 0.13616 -5.08265 -0.081
C -2.55608 -0.03235 -3.71984 -0.126
C -1.57034 -2.65709 -1.28811 -0.356
C -1.09104 -3.21547 -2.47299 -0.082
C -0.10288 -4.19165 -2.44855 -0.085
C 0.41768 -4.63209 -1.24183 -0.091
C -0.04983 -4.08357 -0.05539 -0.075
C -1.02321 -3.09676 -0.07818 -0.113
H -7.65935 -3.17139 0.96053 0.100
H -7.60694 -1.16923 -0.50038 0.102
H -5.49099 -0.41223 -1.47845 0.091
H -3.44876 -3.65980 0.43594 0.093
H -5.56171 -4.40105 1.41913 0.104
H -4.46732 -2.77351 -3.20189 0.114
H -4.86220 -2.46734 -5.61390 0.104
H -3.77063 -0.60804 -6.82598 0.102
H -2.29054 0.95559 -5.60555 0.103
H -1.92352 0.66729 -3.18373 0.087
H -1.48332 -2.88852 -3.42704 0.094
H 0.25692 -4.60959 -3.38036 0.102
H 1.18614 -5.39458 -1.22605 0.101
H 0.35428 -4.41263 0.89415 0.104
H -1.34890 -2.64773 0.84946 0.078
Cl 5.65966 -4.14390 -1.77093 0.673
C 5.40324 -2.47842 -1.35858 -0.663
C 4.51057 -2.14938 -0.35434 -0.083
C 4.33058 -0.81412 -0.03260 -0.002
C 5.01085 0.20136 -0.70056 -0.172
C 4.70081 1.63750 -0.32885 -0.275
C 3.85225 2.31050 -1.43252 -0.045
N 2.45688 1.91465 -1.31711 -0.033
C 1.85746 0.82601 -1.89994 -0.018
C 0.60660 0.75285 -1.37270 -0.095
N 0.43428 1.77305 -0.46278 0.013
C 1.58081 2.43463 -0.44337 -0.126
O 5.87362 2.38978 -0.08913 -0.124
C 5.85656 3.08998 1.14863 -0.137
C 4.76042 4.11783 1.25527 -0.317
C 4.58587 5.17863 0.41518 -0.991
Cl 5.58132 5.60163 -0.91573 0.688
S 3.22246 6.13869 0.82118 0.998
C 2.85614 5.11609 2.14812 -0.409
C 3.74976 4.09843 2.26306 -0.138
C 5.87726 -0.16825 -1.72679 -0.572
Cl 6.68931 1.02397 -2.69249 0.751
C 6.09189 -1.49916 -2.05243 -0.129
H 3.96612 -2.92353 0.16823 0.110
H 3.63608 -0.54775 0.75359 0.099
H 4.10087 1.59375 0.58614 0.136
H 4.21278 2.01554 -2.41672 0.108
H 3.92524 3.39239 -1.35781 0.103
H 2.37189 0.21623 -2.62169 0.134
H -0.16816 0.02832 -1.56118 0.078
H 1.82293 3.27939 0.18611 0.137
H 6.83912 3.55526 1.22927 0.135
H 5.74191 2.38284 1.97568 0.134
H 2.00596 5.32503 2.77719 0.073
H 3.69347 3.33459 3.02389 0.094
H 6.77626 -1.76031 -2.84632 0.104
```

- gap between HOMO and LUMO (eV) = 8.34
- maximum force (eV/A) = 0.495
- charge = 0

=====

Below is a structure of composition C47H40N8O2PTc at a distorted geometry, with properties calculated with wB97M-V/def2-TZVPD.

Structure (XYZ):
```
99
Properties=species:S:1:pos:R:3:mulliken_spin:R:1
Tc -0.42943 0.67128 -0.66863 1.254
C 0.72347 3.63078 -3.87203 -0.005
C 0.81377 2.63478 -2.90863 0.005
N -0.24953 2.19898 -2.22463 -0.011
C -1.42063 2.84468 -2.46903 0.024
C -1.47713 3.85758 -3.44373 -0.001
N -0.42873 4.21908 -4.13393 0.008
C -2.52143 2.52328 -1.58783 0.002
C -3.79993 3.05898 -1.68043 0.001
C -4.74373 2.82708 -0.67573 -0.005
C -4.34983 1.99608 0.38227 0.005
C -3.08733 1.41878 0.38267 0.026
N -2.16433 1.69348 -0.57553 0.006
C -2.58103 0.48098 1.36347 0.035
C -3.30503 -0.05802 2.43797 -0.011
N -2.77063 -0.90262 3.28277 0.021
C -1.49433 -1.21732 3.13407 -0.013
C -0.75103 -0.71732 2.07607 0.004
N -1.29473 0.08178 1.15387 -0.084
C -6.07053 3.46468 -0.72393 0.004
C -6.24683 4.65688 -1.43493 0.000
C -7.48953 5.27658 -1.42233 0.000
N -8.48173 4.75748 -0.75013 0.000
C -8.37903 3.63828 -0.08473 0.000
C -7.17803 2.93378 -0.05323 0.001
H 1.58917 3.96068 -4.42713 0.000
H 1.77547 2.19988 -2.69383 -0.002
H -2.38703 4.40298 -3.64113 0.000
H -4.07093 3.64258 -2.54203 -0.001
H -5.00923 1.80698 1.21307 0.000
H -4.34383 0.18258 2.60517 0.000
H -1.06413 -1.88362 3.86727 0.000
H 0.28927 -0.97492 1.94407 0.022
H -5.43923 5.12068 -1.97533 0.000
H -7.66393 6.19808 -1.95903 0.000
H -9.26403 3.29668 0.43737 0.000
H -7.14813 1.98908 0.46637 0.000
O -2.32923 0.16118 -2.82123 -0.044
C -1.83653 -0.46992 -1.93823 -0.142
C -2.12193 -1.85402 -1.57433 0.015
C -3.36383 -2.44032 -1.82473 0.007
C -3.56983 -3.76102 -1.46583 0.001
C -2.52773 -4.52482 -0.95453 0.005
C -1.27373 -3.96402 -0.75413 -0.010
C -1.08633 -2.61562 -1.01103 -0.042
P 0.48507 -1.70792 -0.93833 -0.061
C 1.25947 -2.21682 -2.51393 -0.038
C 0.87167 -1.53732 -3.67003 0.000
C 1.38537 -1.90902 -4.89873 0.008
C 2.30697 -2.94342 -4.98033 -0.001
C 2.68077 -3.63012 -3.83673 0.001
C 2.15327 -3.28372 -2.60343 -0.006
C 1.51837 -2.48772 0.34207 0.010
C 2.90497 -2.32652 0.26187 -0.003
C 3.73727 -2.95032 1.17367 0.000
C 3.19417 -3.72542 2.18777 -0.003
C 1.81907 -3.86342 2.29427 0.002
C 0.97987 -3.24552 1.38337 -0.001
H -4.14963 -1.86782 -2.28963 0.000
H -4.53663 -4.21322 -1.61223 0.000
H -2.68753 -5.56892 -0.73293 0.000
H -0.45673 -4.57812 -0.41163 0.000
H 0.16357 -0.71762 -3.59993 0.014
H 1.07127 -1.39052 -5.79083 0.000
H 2.73237 -3.21312 -5.93433 0.000
H 3.38687 -4.44372 -3.90203 0.000
H 2.44527 -3.84272 -1.72753 0.000
H 3.33157 -1.72882 -0.53263 0.001
H 4.80817 -2.85212 1.08497 0.000
H 3.83867 -4.22092 2.89387 0.000
H 1.39727 -4.46382 3.08357 0.000
H -0.08973 -3.35642 1.48127 0.002
C 5.61437 -0.67772 4.67537 0.000
C 5.27317 0.81288 4.58117 0.000
N 4.27067 1.10128 3.56917 0.000
C 2.94517 1.43968 4.01697 0.000
C 2.15567 0.18038 4.39857 0.000
C 4.67597 0.89768 2.29427 -0.001
O 5.81917 0.55478 2.05597 -0.001
C 3.78687 1.01708 1.06787 0.003
C 4.54367 1.12098 -0.10803 0.000
C 3.94907 0.90198 -1.33353 0.005
C 2.59937 0.60258 -1.35973 0.044
N 1.82657 0.65518 -0.26843 -0.023
C 2.41397 0.83798 0.92117 -0.012
H 6.20427 -0.84022 5.57167 0.000
H 6.20007 -0.98792 3.81457 0.000
H 4.71147 -1.28132 4.72817 0.000
H 6.19317 1.33958 4.30737 0.000
H 4.91527 1.18478 5.53877 0.000
H 2.43457 2.01628 3.24617 0.000
H 3.02987 2.07968 4.89867 0.000
H 2.24877 -0.58392 3.62457 0.000
H 1.10767 0.42928 4.54477 0.000
H 2.53617 -0.23292 5.32887 0.000
H 5.60737 1.29258 -0.03303 0.000
H 4.52987 0.90878 -2.24133 -0.001
H 2.13127 0.26848 -2.27593 -0.021
H 1.74877 0.80458 1.76947 -0.001
```

- gap between HOMO and LUMO (alpha / beta) (eV) = 4.90 / 5.09
- multiplicity = 2
- maximum force (eV/A) = 2.016
- charge = +3

=====

The highest charge belongs to which entry? C47H40N8O2PTc

=====

The lowest maximum force belongs to which entry? C47H40Cl3MgN2O7PS3

=====

The highest maximum force belongs to which entry? C47H40BrN13O3SZn